(1)
6
Properties=species:S:1:pos:R:3 method="wB97M-V/def2-TZVPD" mol_weight_g_mol=284.8 multiplicity=1 e_lumo_ev="-2.5 / -2.5" orbital_gap_ev="6.462 / 6.464" de_lowest_ev=5.655 energy_ha=-8087.3660
O -2.15234 -0.92040 0.12383
Si 0.57063 0.54988 -0.12856
Br 1.35218 -1.11346 1.08394
Br 0.40432 2.42661 0.81424
Br 1.41418 0.72331 -2.23258
H -1.58897 -1.66595 0.33913


(2)
82
Properties=species:S:1:pos:R:3 method="wB97M-V/def2-TZVPD" charge=+1 mol_weight_g_mol=678.4 multiplicity=1 e_lumo_ev="-5.4 / -5.5" orbital_gap_ev="4.239 / 4.066" energy_ha=-1982.4180
C 2.26082 -0.10367 0.72415
C 2.29876 -0.80766 -0.50259
C 1.99928 0.09548 -1.55194
H 2.51554 -1.85482 -0.62074
C 1.84352 1.37533 -0.98212
C 1.98997 1.25545 0.43037
H 1.68161 2.29589 -1.52948
C -1.16344 -1.67308 1.07957
C -0.01172 -2.31111 0.55416
C -0.18106 -2.44253 -0.85221
H 0.87550 -2.56583 1.13698
C -1.44550 -1.89120 -1.18173
C -2.07515 -1.47017 0.02700
H 1.92060 -0.16224 -2.59978
H 1.88673 2.04369 1.15267
H 2.35449 -0.51743 1.72033
H -3.05362 -0.97461 0.08551
H 0.55574 -2.82990 -1.56016
H -1.34414 -1.46851 2.12840
Sn -1.78530 2.51023 -0.62323
C -1.97621 -1.48123 -2.52618
C -3.49866 -1.74094 -2.57608
C -1.26783 -2.27044 -3.61978
H -3.66496 -2.81682 -2.37579
H -3.89076 -1.53895 -3.58363
H -4.08502 -1.17780 -1.82896
H -1.43254 -3.33708 -3.40780
H -0.18292 -2.08403 -3.62419
H -1.67788 -2.05040 -4.61294
C -1.51193 0.04348 -2.51636
C -2.23585 1.07611 -3.35110
H -0.40747 0.08612 -2.63293
H -1.70377 0.38358 -1.46784
O -3.27621 1.61686 -2.86473
N -1.53666 1.39914 -4.52722
C -0.39935 2.35120 -4.33504
H -2.14245 1.63740 -5.32086
C 0.95938 1.79586 -4.69908
C 2.08056 2.57588 -4.38783
H 1.92396 3.53810 -3.89258
C 3.36147 2.12836 -4.70150
H 4.21894 2.74555 -4.44823
C 3.54110 0.89860 -5.34017
H 4.54663 0.55550 -5.59484
C 2.42364 0.11797 -5.65124
H 2.56025 -0.84020 -6.15370
C 1.12417 0.56191 -5.34096
H 0.24207 -0.03562 -5.60455
H -0.38434 2.62609 -3.26091
H -0.57320 3.30409 -4.87682
C 3.97416 1.28699 4.72156
C 2.93498 0.21649 4.49643
C 3.34546 -1.04460 4.07072
C 2.42373 -2.07007 3.83389
C 1.06671 -1.80776 3.98985
C 0.62638 -0.53706 4.41170
N -0.74951 -0.36027 4.51185
C -1.58833 0.76304 4.74905
C -2.14898 0.92701 6.02955
C -2.94563 2.02799 6.33398
C -3.23287 2.94907 5.32389
C -2.76075 2.76250 4.02521
C -1.99692 1.63469 3.69858
C -1.41009 1.55944 2.28774
O -2.28229 1.77484 1.30453
O -0.21527 1.38576 2.10249
C 1.56847 0.46690 4.72409
C 1.12050 1.76631 5.28834
H 3.86199 2.12794 4.02248
H 3.92235 1.68464 5.74175
H 4.97028 0.85508 4.57384
H 4.41909 -1.22733 3.93805
H 2.76416 -3.06289 3.54062
H 0.33240 -2.58010 3.76424
H -1.28113 -1.22671 4.43727
H -1.95030 0.17769 6.79888
H -3.35615 2.12955 7.33783
H -3.89218 3.78333 5.54495
H -2.98691 3.51478 3.25857
H 0.58107 2.35561 4.53484
H 0.47094 1.62844 6.16226
H 1.99116 2.34676 5.60400


(3)
60
Properties=species:S:1:pos:R:3 method="wB97M-V/def2-TZVPD" mol_weight_g_mol=445.5 smiles="COCCN(C(=O)CNC(=O)c1ccco1)[C@@H](C(=O)NC1CCCC1)c1ccccc1F" multiplicity=1 e_lumo_ev=0.4 orbital_gap_ev=8.673 de_lowest_ev=21.984 energy_ha=-1532.7984
C -0.71428 -2.00749 -3.44531
O 0.50434 -1.42995 -2.84855
C 0.17795 -0.27057 -2.30008
C 1.46092 0.05799 -1.78982
N 1.15825 0.84870 -0.32922
C 0.31312 1.88725 -0.26198
O -0.06590 2.45353 -1.60303
C -0.12720 2.68121 0.78926
N -1.47369 2.74804 0.78029
C -2.30673 1.87850 0.60045
O -1.87766 0.64843 0.54891
C -3.64748 1.72512 0.20620
C -4.65906 1.08793 0.15555
C -5.85829 1.74135 -0.23475
C -5.53738 3.03199 0.09653
O -4.12207 3.00534 0.27923
C 1.99113 0.58065 0.90879
C 1.84076 -0.94878 0.92906
O 2.71359 -1.69108 1.67078
N 0.49883 -1.22994 1.12260
C 0.11393 -2.68527 1.55319
C -0.69031 -3.28066 0.16782
C -2.12065 -3.02576 0.28237
C -2.19041 -3.18477 1.72555
C -1.07657 -2.46334 2.33069
C 3.49305 1.04828 0.18221
C 4.43622 -0.03890 -0.08303
C 5.61392 0.37129 -0.33417
C 6.13950 1.86310 -0.20754
C 5.22699 2.41378 0.39338
C 4.01957 2.19445 0.67231
F 3.03957 2.99272 1.24469
H -1.49466 -2.09068 -2.88681
H -0.97824 -1.26344 -4.36040
H -0.34790 -3.01032 -3.59898
H -0.69157 -0.34897 -1.57944
H -0.28911 0.46489 -2.99914
H 2.15097 -0.72005 -1.31765
H 2.02222 0.97460 -2.12567
H 0.26306 3.73318 1.16174
H 0.13371 2.15351 1.81361
H -1.94708 3.67702 0.42181
H -4.61286 -0.01858 0.25293
H -6.72794 1.49149 -0.36430
H -6.05635 3.92344 -0.05399
H 1.81516 1.30482 1.66149
H -0.30534 -0.46464 0.94320
H 0.76020 -3.10283 1.98254
H -0.27869 -4.25973 0.07115
H -0.05795 -2.94726 -0.67185
H -2.32928 -1.76941 -0.05203
H -2.67958 -3.44708 -0.44429
H -2.35152 -4.30036 1.97282
H -3.12838 -2.78252 2.11683
H -1.40712 -1.45093 2.76722
H -0.82628 -3.06575 3.28623
H 4.11880 -0.90709 -0.39761
H 6.35229 -0.31931 -1.01437
H 7.13971 2.05625 -0.38506
H 5.47972 3.48664 0.59764


(4)
17
Properties=species:S:1:pos:R:3 method="wB97M-V/def2-TZVPD" mol_weight_g_mol=93.1 smiles="C/C=C/N.O.O" multiplicity=1 e_lumo_ev=0.3 orbital_gap_ev=8.167 de_lowest_ev=1.179 energy_ha=-326.0881
C -2.16539 1.59168 0.88799
C -0.81180 1.07962 0.50809
C -0.13053 0.15833 1.20833
N 1.25738 0.15573 1.38231
H -2.97279 0.85698 0.91224
H -2.50801 2.31781 0.16027
H -2.14568 2.08429 1.85116
H -0.25398 1.58580 -0.27739
H -0.70332 -0.64080 1.66839
H 1.61849 -0.73236 1.70348
H 1.77507 0.45026 0.56291
O 2.61757 -2.17213 -1.72861
H 2.35612 -2.57211 -0.89378
H 3.44921 -1.72248 -1.54928
O -0.70209 -0.56394 -2.34681
H -0.92574 -1.13930 -1.60312
H 0.24550 -0.73737 -2.44618


Question: Look up the multiplicity of the fourth one.
Answer: 1